Entry 1:
Computed, not measured: the ion C3H7O with charge -1, with ωB97M-V/def2-TZVPD.

Geometry (Å):
C 0.250 0.780 0.007
O 0.144 1.592 -1.050
C -0.669 -0.540 0.128
C 0.188 -1.550 0.722
H 0.268 1.323 0.996
H 1.303 0.281 -0.173
H -1.058 -0.589 -1.011
H -1.604 -0.300 0.656
H -0.334 -2.533 0.790
H 0.517 -1.186 1.722
H 1.139 -1.877 0.274

Summary:
M: 59.09 g/mol
SMILES: CCC[O-]
HOMO-LUMO gap: 6.22 eV
Relative energy (zero: lowest compared OMol25 entry of this formula, charge and spin): 124.53 kJ/mol
LUMO energy: 4.45 eV
Total charge: -1



Entry 2:
Computed, not measured: an isolated molecule of C4H9NO2, with ωB97M-V/def2-TZVPD.

Geometry (Å):
C 1.916 1.069 -0.311
C 0.871 -0.040 -0.307
O 0.930 -0.757 0.936
C -0.551 0.497 -0.487
C -1.628 -0.561 -0.722
O -2.529 -0.398 -1.528
N -1.505 -1.681 0.037
H 1.711 1.792 0.486
H 1.941 1.600 -1.270
H 2.908 0.640 -0.133
H 1.071 -0.731 -1.142
H 1.694 -1.352 0.910
H -0.835 1.102 0.385
H -0.588 1.158 -1.358
H -2.218 -2.388 -0.036
H -0.765 -1.744 0.724

Summary:
M: 103.12 g/mol
SMILES: C[C@@H](O)CC(N)=O
HOMO-LUMO gap: 10.21 eV
Relative energy (zero: lowest compared OMol25 entry of this formula, charge and spin): 35.29 kJ/mol
LUMO energy: 0.64 eV
Total charge: 0



Entry 3:
Computed, not measured: a structure of composition C2H2O10S3, with ωB97M-V/def2-TZVPD.

Geometry (Å):
C 1.308 0.027 -0.898
C 0.233 0.066 1.618
O -0.114 2.251 -0.482
O -1.216 -1.014 -0.295
O 0.782 -2.391 0.109
O 0.008 -2.057 -2.146
O 1.180 2.078 -2.522
O -0.789 0.690 -2.246
O -1.554 -1.898 1.995
O -2.438 0.287 1.412
O 2.515 -0.098 -0.884
O 0.165 1.414 1.972
S 0.216 -1.456 -0.846
S 0.303 1.372 -1.585
S -1.327 -0.631 1.318
H 0.743 -0.525 2.366
H -0.014 1.885 1.115

Summary:
M: 282.23 g/mol
HOMO-LUMO gap (spin up / spin down): 6.30 / 6.30 eV
Relative energy (zero: lowest compared OMol25 entry of this formula, charge and spin): 111.29 kJ/mol
LUMO energy (spin up / spin down): 5.77 / 5.77 eV
Total charge: -2



Q: M of number 1 (C3H7O)?
A: 59.09 g/mol